Entry 1:
Formula: C9H18N3O
Source: OMol25
Level of theory: ωB97M-V/def2-TZVPD

Values from the calculation:
strongest force on any atom = 5.7 eV/A
energy above the lowest of the compared OMol25 structures with the same formula, charge and spin = 62.5 kcal/mol
orbital gap = 9.70 eV
HOMO = -0.45872 Eh

```
! wB97M-V def2-TZVPD RIJCOSX def2/J DEFGRID3
* xyz 1 1
C 0.1654 1.5443 1.6751
C -1.4064 -1.5573 -0.6080
C -0.3126 -1.0808 0.1110
C 0.3357 0.1477 -0.3493
C 0.6440 -1.7853 1.0276
C 1.5452 -2.0095 -2.3171
C -2.0432 1.9245 0.4331
C 0.5865 0.3530 -1.6132
C 0.8465 -0.6708 -2.7028
N 0.8465 1.1536 0.5719
N -1.1784 1.4974 1.5570
N 0.7407 1.8046 2.8635
O -1.7832 1.9103 2.7337
H -1.8934 -2.4847 -0.3532
H -1.9892 -1.0017 -1.2154
H 0.3225 -2.8531 1.1627
H 1.5257 -1.7846 0.4537
H 0.8455 -1.3409 2.0356
H 1.7691 -2.4841 -3.2923
H 1.0464 -2.7783 -1.7575
H 2.4523 -1.8270 -1.7954
H -2.1469 2.9669 0.3077
H -1.4563 1.6790 -0.4345
H -2.9877 1.3784 0.5429
H 1.0201 1.3698 -1.8740
H -2.7981 1.6135 2.6526
H -0.0008 -0.8855 -3.3288
H 1.4532 -0.1567 -3.4018
H 1.8223 1.1086 0.6811
H 1.7972 1.7943 2.8515
H 0.2316 2.4543 3.3825
*
```

---

Entry 2:
Formula: C12H26AsBrN4OPd
Source: OMol25
Level of theory: ωB97M-V/def2-TZVPD

Values from the calculation:
strongest force on any atom = 0.4 eV/A
energy above the lowest of the compared OMol25 structures with the same formula, charge and spin = 22.9 kcal/mol
orbital gap = 7.27 eV
HOMO = -0.24433 Eh

```
! wB97M-V def2-TZVPD RIJCOSX def2/J DEFGRID3
* xyz 0 1
Pd 0.6266 0.3571 -1.0812
N 1.1283 -1.1296 0.4142
C 0.1185 -2.0492 0.9416
C -0.4860 -2.9409 -0.1385
N -1.2828 -2.2280 -1.1241
C -2.7206 -2.2725 -0.9472
C -3.1321 -1.3683 0.2108
N -2.6628 0.0074 0.0756
H 1.9281 -1.6542 0.0770
H 1.4482 -0.5248 1.1862
H -0.6570 -1.4405 1.4086
H 0.5375 -2.6923 1.7250
H -1.0829 -3.7187 0.3590
H 0.3284 -3.4609 -0.6516
H -1.0102 -2.4641 -2.0636
H -3.0994 -3.2925 -0.7653
H -3.1855 -1.9068 -1.8668
H -2.7386 -1.7846 1.1433
H -4.2193 -1.3757 0.3142
H -3.2178 0.4979 -0.6161
H -1.7103 -0.0069 -0.2979
C 0.1020 2.9203 1.2491
As 0.1624 1.8368 2.8368
C 0.6469 3.0410 4.2618
C -1.6537 1.3142 3.1992
O 1.1983 0.5567 2.7781
H -0.8620 3.4273 1.2028
H 0.2381 2.2943 0.3544
H 0.9053 3.6561 1.2826
H -0.0713 3.8569 4.3358
H 1.6386 3.4392 4.0555
H 0.6733 2.4826 5.1955
H -2.2357 2.1883 3.4913
H -1.6453 0.5884 4.0111
H -2.0971 0.8746 2.3041
Br 2.4504 3.5242 -2.1419
C 0.6382 2.9725 -2.2875
C -0.3575 3.8892 -2.0413
C -1.6801 3.4484 -2.1279
C -1.9323 2.1398 -2.4705
C -0.8519 1.2929 -2.7408
N 0.4353 1.7059 -2.6591
H -0.1116 4.9099 -1.7895
H -2.4928 4.1380 -1.9399
H -2.9432 1.7674 -2.5666
H -1.0054 0.3070 -3.1596
*
```

---

Among the records above, which one has the highest energy above the lowest of the compared OMol25 structures with the same formula, charge and spin?
C9H18N3O